Formula: C22H13Cl5N3ORbS
Source: the Open Molecules 2025 dataset
Level of theory: ωB97M-V/def2-TZVPD

Cartesian coordinates (Å):
1 Rb 0.2375 0.9865 0.5847
2 Cl -6.8097 -0.9607 -2.1381
3 C -5.5018 -0.3995 -1.1625
4 C -4.3497 -1.1621 -1.0031
5 Cl -4.2207 -2.6800 -1.8139
6 C -3.2996 -0.7010 -0.2220
7 Cl -1.8562 -1.6591 -0.0637
8 C -3.3160 0.5553 0.4459
9 O -2.3379 1.0124 1.1065
10 C -4.5249 1.2964 0.2564
11 Cl -4.5898 2.8500 1.0127
12 C -5.5754 0.8399 -0.5166
13 Cl -6.9884 1.8111 -0.7108
14 N 0.3138 -0.5190 3.2085
15 C 1.6515 -0.8531 3.3694
16 C 2.0914 -2.1436 3.5204
17 C 3.4683 -2.4316 3.6388
18 C 4.4082 -1.4438 3.6094
19 C 3.9928 -0.1007 3.4319
20 C 4.8966 0.9832 3.3614
21 C 4.4233 2.2458 3.1540
22 C 3.0338 2.4312 3.0060
23 N 2.1593 1.4572 3.0728
24 C 2.6230 0.1983 3.2987
25 H -0.3490 -1.2395 3.4455
26 H 0.0612 0.3964 3.5528
27 H 1.3769 -2.9567 3.5623
28 H 3.7752 -3.4616 3.7660
29 H 5.4608 -1.6715 3.7133
30 H 5.9584 0.7973 3.4691
31 H 5.0856 3.0981 3.0930
32 H 2.6392 3.4265 2.8274
33 S -2.6432 0.8408 -3.7092
34 C -1.7251 1.2934 -2.3257
35 N -0.4687 0.9993 -2.3259
36 C -0.1358 0.3506 -3.5085
37 C 1.1359 -0.1196 -3.8432
38 C 1.3108 -0.7565 -5.0519
39 C 0.2364 -0.9351 -5.9354
40 C -1.0255 -0.4774 -5.6205
41 C -1.2012 0.1686 -4.3978
42 H -2.2132 1.7966 -1.5000
43 H 1.9587 0.0237 -3.1549
44 H 2.2899 -1.1272 -5.3253
45 H 0.3980 -1.4411 -6.8778
46 H -1.8551 -0.6181 -6.3001

## Properties
- LUMO level: -0.3425 eV
- Kohn-Sham gap: 6.79 eV
- Charge: 0
- HOMO: -7.1 eV
- Energy relative to the best compared isomer or geometry (same formula, charge and spin): 0.0 kcal per mole
- E_tot: -103648.09887 eV

=====

Formula: C3N3O3PS
Source: the Open Molecules 2025 dataset
Level of theory: ωB97M-V/def2-TZVPD

Cartesian coordinates (Å):
1 N 0.2050 3.2827 0.5191
2 C -0.2492 2.2748 0.1710
3 O -0.8463 1.1828 -0.2017
4 P -0.3201 -0.3403 0.5008
5 O -1.9232 -0.8907 0.1836
6 C -2.9157 -0.0673 0.0631
7 N -3.8427 0.6006 0.0632
8 S 0.6530 -1.2603 -1.1802
9 N 2.0466 -1.8810 -0.5502
10 C 3.0733 -1.5175 0.0010
11 O 4.1193 -1.3837 0.4303

## Properties
- LUMO level: -1.0590 eV
- SMILES: N#COP(OC#N)SN=C=O
- Kohn-Sham gap: 9.55 eV
- Charge: 0
- HOMO: -10.6 eV
- Energy relative to the best compared isomer or geometry (same formula, charge and spin): 0.0 kcal per mole
- E_tot: -33845.48733 eV

=====

Formula: C16H33ClNO9P
Source: the Open Molecules 2025 dataset
Level of theory: ωB97M-V/def2-TZVPD

Cartesian coordinates (Å):
1 N 2.1267 1.2268 -1.6095
2 P 1.2390 0.5308 -2.6917
3 C -0.2399 -0.3826 -1.9592
4 C -1.4935 0.0734 -2.7113
5 C -2.1288 1.3486 -2.1546
6 C -2.8325 1.1269 -0.8049
7 C -4.3442 1.2211 -0.9451
8 O -4.8655 0.1808 -1.7775
9 C -5.0506 -0.9957 -1.1662
10 O -5.3144 -1.9970 -1.7650
11 O -0.2546 -0.2537 -0.5446
12 C 0.7460 -1.1075 -0.1084
13 O 1.4083 -0.9580 0.8407
14 O 0.8095 -2.1652 -0.9615
15 C -0.1199 -1.9013 -2.0187
16 Cl 0.2915 -2.6151 -3.5449
17 H 2.1983 2.2256 -1.7507
18 H 0.7001 1.4158 -3.6391
19 H 1.9464 -0.4638 -3.3918
20 H -1.1899 0.2666 -3.7415
21 H -2.2451 -0.7151 -2.7774
22 H -2.8660 1.6789 -2.8867
23 H -1.3920 2.1496 -2.0787
24 H -2.5415 1.8734 -0.0669
25 H -2.5979 0.1504 -0.3851
26 H -4.5786 2.1714 -1.4193
27 H -4.7993 1.2192 0.0469
28 H -4.9579 -0.9720 -0.0708
29 H -1.0696 -2.3093 -1.6725
30 C 5.0160 -1.1430 -1.2400
31 O 5.6998 -0.4463 -2.2703
32 C 6.0228 0.8890 -1.9241
33 C 7.4394 1.0389 -1.4081
34 O 7.6720 0.3293 -0.2044
35 C 8.2421 -0.9518 -0.3988
36 H 5.1180 -2.2104 -1.4341
37 H 5.4235 -0.9250 -0.2516
38 H 3.9538 -0.8778 -1.2481
39 H 5.3027 1.2766 -1.1973
40 H 5.9303 1.4865 -2.8367
41 H 7.6130 2.0973 -1.1913
42 H 8.1588 0.7313 -2.1749
43 H 9.3259 -0.8721 -0.5409
44 H 7.8069 -1.4650 -1.2581
45 H 8.0473 -1.5390 0.4973
46 C -4.7043 -1.6174 4.8288
47 O -3.4656 -0.9900 5.1098
48 C -2.7204 -0.6496 3.9551
49 C -2.9098 0.7922 3.5291
50 O -4.2505 1.0781 3.1541
51 C -5.0177 1.6340 4.2110
52 H -5.3330 -1.5163 5.7118
53 H -5.2118 -1.1572 3.9787
54 H -4.5555 -2.6828 4.6229
55 H -2.9667 -1.3270 3.1300
56 H -1.6649 -0.7940 4.2023
57 H -2.2835 0.9698 2.6492
58 H -2.5781 1.4734 4.3183
59 H -4.8317 2.7101 4.2929
60 H -4.7936 1.1599 5.1672
61 H -6.0692 1.4754 3.9763

## Properties
- LUMO level: 0.3876 eV
- SMILES: N=[PH2][C@]1(CCCCOC=O)OC(=O)O[C@@H]1Cl.COCCOC.COCCOC
- Kohn-Sham gap: 9.27 eV
- Charge: 0
- HOMO: -8.9 eV
- E_tot: -58852.00246 eV

=====

Formula: CH5N2S
Source: the Open Molecules 2025 dataset
Level of theory: ωB97M-V/def2-TZVPD

Cartesian coordinates (Å):
1 C -0.3925 -0.2503 0.2766
2 N 0.0137 -0.8159 -1.8611
3 N 0.1935 0.8524 0.4188
4 S 0.3783 1.9326 1.7412
5 H -1.2113 -0.8662 0.6351
6 H -0.6725 -1.5502 -1.9568
7 H 0.8810 -1.3759 -1.6656
8 H 0.8954 1.1829 -0.2046
9 H -0.0855 0.8905 2.6163

## Properties
- LUMO level (spin up / spin down): -6.0937 / -6.0805 eV
- Kohn-Sham gap (spin up / spin down): 9.11 / 9.12 eV
- Charge: +1
- HOMO (spin up / spin down): -15.2 / -15.2 eV
- Energy relative to the best compared isomer or geometry (same formula, charge and spin): 121.4 kcal per mole
- E_tot: -14921.20226 eV

=====

Formula: C38H60ClN3O8PS
Source: the Open Molecules 2025 dataset
Level of theory: ωB97M-V/def2-TZVPD

Cartesian coordinates (Å):
1 C 4.2335 -6.0105 -0.7137
2 C 3.2939 -5.4606 -1.7933
3 C 1.8121 -5.7926 -1.5817
4 C 1.2776 -5.5419 -0.1515
5 C 0.2506 -4.3910 -0.1653
6 C -0.0517 -3.8710 1.2449
7 C 0.8858 -2.7287 1.6981
8 C 0.2500 -1.3463 1.5101
9 C -0.4457 -1.1430 0.1715
10 C -0.7218 0.3593 -0.0756
11 C -0.0056 0.9954 -1.3008
12 P 1.6979 0.4488 -1.7323
13 O 2.5693 0.1826 -0.4105
14 O 1.6329 -0.9866 -2.4582
15 S 2.4853 1.7113 -2.9547
16 C -0.1731 2.4904 -1.0599
17 C 0.5731 3.2290 -0.0032
18 C 1.6868 4.1944 -0.5123
19 C 3.1469 3.7496 -0.2279
20 C 3.9162 4.7153 0.7083
21 C 4.3275 4.0095 2.0107
22 C 5.4069 2.9525 1.7821
23 N -1.0764 2.9669 -1.8273
24 C -1.5564 4.3563 -1.8122
25 C -2.4514 4.6806 -0.5975
26 C -3.3423 3.5187 -0.1326
27 C -4.8148 3.9244 -0.0266
28 O -5.4661 4.0110 -1.0374
29 O -5.3406 4.1237 1.2074
30 C -5.2202 5.4645 1.7016
31 C -5.7340 6.5349 0.7442
32 C -1.6367 2.0155 -2.7729
33 C -0.7930 0.7503 -2.6392
34 Cl -1.9543 -0.6410 -2.6073
35 H 4.1530 -5.3898 0.1790
36 H 3.9339 -7.0186 -0.4303
37 H 5.2642 -5.9873 -1.0545
38 H 3.5822 -5.9114 -2.7463
39 H 3.4328 -4.3859 -1.9256
40 H 1.2464 -5.1449 -2.2573
41 H 1.5730 -6.8078 -1.8957
42 H 2.0686 -5.2215 0.5255
43 H 0.7866 -6.4316 0.2373
44 H 0.7023 -3.6127 -0.7905
45 H -0.6519 -4.7020 -0.6956
46 H 0.0857 -4.7121 1.9275
47 H -1.0953 -3.5693 1.3434
48 H 1.7698 -2.7666 1.0545
49 H 1.1957 -2.8674 2.7315
50 H -0.4816 -1.1210 2.2879
51 H 1.0171 -0.5793 1.6167
52 H 0.0796 -1.5984 -0.6626
53 H -1.4132 -1.6409 0.2069
54 H -1.7928 0.5373 -0.1815
55 H -0.4286 0.9059 0.8247
56 H 2.0391 0.3826 0.3807
57 H 0.7447 -1.3759 -2.4609
58 H 0.9914 2.5093 0.6982
59 H -0.1424 3.8224 0.5669
60 H 1.5699 4.3486 -1.5859
61 H 1.5367 5.1717 -0.0556
62 H 3.1084 2.7823 0.2663
63 H 3.6670 3.6827 -1.1741
64 H 4.8566 4.9821 0.2223
65 H 3.3778 5.6403 0.9118
66 H 3.4514 3.5051 2.4272
67 H 4.7104 4.7197 2.7430
68 H 6.3341 3.3693 1.3910
69 H 5.0798 2.1265 1.1495
70 H 5.6641 2.5082 2.7471
71 H -0.6735 4.9895 -1.7777
72 H -2.1178 4.5497 -2.7202
73 H -1.8187 4.9774 0.2374
74 H -3.0389 5.5638 -0.8384
75 H -3.3479 2.6767 -0.8195
76 H -3.0316 3.1076 0.8302
77 H -4.1997 5.7100 2.0149
78 H -5.8286 5.4985 2.6005
79 H -6.6290 6.1482 0.2560
80 H -6.0028 7.4546 1.2538
81 H -5.0216 6.7339 -0.0571
82 H -2.7169 1.9093 -2.7388
83 H -1.4818 2.4132 -3.7837
84 H -0.1636 0.5090 -3.4843
85 C -5.7739 -2.8466 -3.6534
86 C -4.4283 -2.9937 -3.3444
87 C -3.8030 -4.2165 -3.5197
88 C -4.5376 -5.2799 -4.0076
89 C -5.8792 -5.1550 -4.3158
90 C -6.4988 -3.9278 -4.1356
91 N -3.8679 -6.5752 -4.2119
92 O -2.6934 -6.6519 -3.9093
93 O -4.5283 -7.4828 -4.6687
94 H -6.2590 -1.8882 -3.5193
95 H -3.8588 -2.1552 -2.9665
96 H -2.7560 -4.3330 -3.2793
97 H -6.4406 -5.9972 -4.6928
98 H -7.5472 -3.8148 -4.3740
99 C 4.3985 -0.9270 6.2896
100 C 4.8548 -0.3404 5.1161
101 C 3.9535 0.2025 4.2171
102 C 2.6017 0.1513 4.5125
103 C 2.1286 -0.4350 5.6746
104 C 3.0378 -0.9772 6.5660
105 N 1.6483 0.7405 3.5744
106 O 2.0872 1.2315 2.5387
107 O 0.4720 0.7092 3.8616
108 H 5.1063 -1.3462 6.9923
109 H 5.9142 -0.3047 4.9033
110 H 4.3059 0.6582 3.3034
111 H 1.0707 -0.4707 5.8893
112 H 2.6864 -1.4370 7.4791

## Properties
- LUMO level: -3.4476 eV
- Kohn-Sham gap: 8.29 eV
- Charge: +1
- HOMO: -11.7 eV
- E_tot: -93866.65096 eV

=====

Formula: C21H18BrN4O5Sm
Source: the Open Molecules 2025 dataset
Level of theory: ωB97M-V/def2-TZVPD

Cartesian coordinates (Å):
1 Sm 0.4573 0.6762 0.3497
2 O -4.6187 -0.7111 2.4974
3 C -3.8978 -0.6177 3.6229
4 C -4.6553 -0.7329 4.8282
5 C -3.9872 -0.5559 5.9998
6 C -2.5552 -0.3210 6.0448
7 C -1.8589 -0.4254 4.8841
8 C -2.4983 -0.5173 3.6015
9 C -1.8275 -0.4801 2.2682
10 O -0.5419 -0.4052 2.1361
11 N -2.6139 -0.2045 1.2122
12 N -2.0394 0.2066 0.0589
13 C -2.8107 0.1121 -1.0823
14 C -2.2096 0.0321 -2.3370
15 C -2.7908 -0.8276 -3.2377
16 C -2.2132 -1.1131 -4.4782
17 C -0.9988 -0.5241 -4.8298
18 C -0.3942 0.3360 -3.9084
19 C -0.9823 0.7065 -2.6838
20 O -0.2278 1.3771 -1.8506
21 H -3.8583 -0.3743 1.7468
22 H -5.7109 -0.7693 4.7659
23 H -4.5760 -0.5144 6.9487
24 H -2.0230 0.0795 6.9497
25 H -0.7220 -0.3490 4.8326
26 H -3.8314 -0.2044 -1.0533
27 H -3.6734 -1.3721 -2.9480
28 H -2.6520 -1.8000 -5.1638
29 H -0.4363 -0.7208 -5.7395
30 H 0.5976 0.7474 -4.1207
31 Br 5.0796 -2.1684 -0.3093
32 C 4.8133 -0.9543 -1.7517
33 C 5.4576 -1.3818 -2.9168
34 C 5.5306 -0.5631 -4.0657
35 C 4.8667 0.6479 -4.0370
36 C 3.9649 1.0000 -3.0471
37 C 3.9303 0.2055 -1.8773
38 C 2.7907 0.3898 -0.8921
39 O 2.5901 1.5239 -0.3017
40 O 2.0601 -0.6226 -0.5708
41 H 6.0487 -2.2867 -2.8823
42 H 6.1583 -0.9105 -4.8862
43 H 4.9709 1.3106 -4.8898
44 H 3.4370 1.9260 -3.0831
45 N 1.7524 1.1222 2.6751
46 N 0.8757 2.2171 2.2745
47 H 1.6282 0.9762 3.6870
48 H 2.7099 1.4398 2.4486
49 H 1.4231 3.0726 2.1565
50 H 0.0618 2.3225 2.9549

## Properties
- LUMO level (spin up / spin down): -0.3437 / -0.3087 eV
- <S²>: 8.758
- Kohn-Sham gap (spin up / spin down): 6.96 / 7.00 eV
- Charge: 0
- HOMO (spin up / spin down): -7.3 / -7.3 eV
- Energy relative to the best compared isomer or geometry (same formula, charge and spin): 20.9 kcal per mole
- E_tot: -126214.55424 eV
- 2S+1: 6